Density functional theory data (ωB97M-V with the def2-TZVPD basis set) for a 5-piece molecular cluster, C18H26BF5O15P overall.

Atoms and positions in Å:
C (4.127, -1.891, 0.427)
C (4.556, -2.128, -1.004)
F (5.782, -1.452, -1.206)
C (3.586, -1.737, -2.112)
C (2.715, -0.484, -1.954)
O (3.454, 0.548, -1.368)
B (2.688, 1.107, -0.226)
O (1.778, -0.038, 0.159)
C (1.408, -0.524, -1.095)
P (0.176, -1.947, -0.934)
C (1.060, -3.541, -1.072)
O (0.037, -2.040, 0.733)
H (4.653, -2.562, 1.108)
H (3.052, -2.013, 0.553)
H (4.345, -0.859, 0.696)
H (4.810, -3.184, -1.157)
H (2.959, -2.607, -2.330)
H (4.212, -1.591, -2.998)
H (2.398, -0.214, -2.976)
H (3.415, 1.390, 0.735)
H (1.984, 2.083, -0.557)
H (0.765, 0.229, -1.594)
H (1.335, -3.703, -2.117)
H (0.340, -4.311, -0.792)
H (1.945, -3.629, -0.441)
H (-0.381, -1.237, 1.059)
C (-5.184, -3.603, -1.075)
C (-4.156, -3.074, -2.057)
O (-2.947, -3.590, -1.549)
C (-3.217, -4.680, -0.787)
O (-2.409, -5.444, -0.378)
O (-4.556, -4.784, -0.579)
F (-4.103, -1.720, -2.057)
H (-5.295, -2.880, -0.263)
H (-6.142, -3.827, -1.529)
H (-4.290, -3.410, -3.087)
C (1.674, 0.823, 3.169)
C (2.729, 0.070, 3.956)
O (3.596, 1.112, 4.389)
C (2.905, 2.275, 4.382)
O (3.317, 3.295, 4.848)
O (1.706, 2.115, 3.811)
F (3.433, -0.809, 3.220)
H (1.974, 0.923, 2.126)
H (0.675, 0.406, 3.249)
H (2.358, -0.450, 4.844)
C (3.570, 5.700, 2.546)
C (4.088, 7.072, 2.931)
O (3.599, 7.903, 1.902)
C (2.522, 7.288, 1.323)
O (1.784, 7.826, 0.566)
O (2.407, 6.029, 1.778)
F (5.446, 7.136, 2.946)
H (4.300, 5.197, 1.909)
H (3.313, 5.075, 3.396)
H (3.725, 7.445, 3.891)
C (-7.793, 0.477, -2.768)
C (-9.252, 0.112, -2.553)
O (-9.293, -1.251, -2.924)
C (-8.038, -1.768, -2.841)
O (-7.770, -2.919, -2.931)
O (-7.141, -0.784, -2.621)
F (-10.083, 0.815, -3.359)
H (-7.654, 0.843, -3.787)
H (-7.390, 1.182, -2.049)
H (-9.606, 0.210, -1.525)

Calculated values
Molar mass, g mol⁻¹: 619.167
E, eV: -73356.1355
HOMO, eV: -4.66
LUMO energy, eV: 1.6
Total charge: -1
Gap between HOMO and LUMO, eV: 6.29